{"formula": "C43H101N7O7", "method": "the ωB97M-V functional and the def2-TZVPD basis", "elements": ["C", "C", "C", "C", "C", "C", "C", "C", "C", "N", "O", "H", "H", "H", "H", "H", "H", "H", "H", "H", "H", "H", "H", "H", "H", "H", "H", "H", "H", "H", "C", "C", "C", "C", "C", "C", "C", "C", "C", "N", "O", "H", "H", "H", "H", "H", "H", "H", "H", "H", "H", "H", "H", "H", "H", "H", "H", "H", "H", "H", "C", "C", "C", "C", "C", "C", "C", "C", "C", "N", "O", "H", "H", "H", "H", "H", "H", "H", "H", "H", "H", "H", "H", "H", "H", "H", "H", "H", "H", "H", "C", "O", "C", "C", "C", "N", "H", "H", "H", "H", "H", "H", "H", "H", "H", "H", "H", "C", "O", "C", "C", "C", "N", "H", "H", "H", "H", "H", "H", "H", "H", "H", "H", "H", "C", "O", "C", "C", "C", "N", "H", "H", "H", "H", "H", "H", "H", "H", "H", "H", "H", "C", "O", "C", "C", "C", "N", "H", "H", "H", "H", "H", "H", "H", "H", "H", "H", "H"], "xyz": [[4.44431, -3.19628, -1.56384], [3.40641, -3.68564, -2.56732], [3.72953, -3.36441, -4.04813], [3.19242, -5.20482, -2.43263], [2.16418, -5.63331, -1.38069], [0.87051, -4.80114, -1.36122], [1.05816, -3.27983, -1.41008], [-0.30563, -2.72839, -1.88043], [1.26505, -2.82121, 0.03154], [2.14445, -2.95640, -2.33212], [2.13513, -1.59910, -2.68612], [4.52655, -2.10467, -1.58978], [4.01781, -3.20596, -0.55075], [5.33198, -3.81944, -1.47133], [2.85508, -3.44639, -4.69015], [4.05814, -2.32491, -4.11208], [4.55267, -3.99876, -4.37935], [3.13233, -5.67506, -3.41674], [4.12135, -5.63343, -2.04255], [1.85935, -6.67518, -1.47972], [2.72050, -5.53036, -0.44094], [0.31837, -5.14752, -0.48744], [0.42971, -5.22895, -2.26956], [-0.17036, -1.74149, -2.30524], [-1.01299, -2.73170, -1.04887], [-0.76056, -3.45210, -2.55808], [2.22910, -3.03677, 0.49866], [0.55146, -3.22885, 0.75337], [1.16856, -1.73282, 0.09745], [1.81825, -1.56450, -3.59886], [0.76470, -2.47065, 4.53795], [1.53090, -1.12475, 4.66664], [1.03538, -0.20743, 3.51145], [1.13930, -0.24243, 5.86487], [1.81321, -0.70288, 7.17317], [3.28229, -0.76205, 7.01149], [3.75829, -1.63427, 5.84594], [5.27076, -1.36394, 5.68976], [3.68634, -3.08865, 6.32377], [2.97658, -1.32174, 4.67081], [3.44000, -1.99111, 3.51846], [0.13510, -2.61360, 3.66517], [1.43172, -3.33621, 4.58826], [0.27550, -2.51466, 5.51600], [1.44754, -0.72819, 2.63005], [-0.02858, -0.11944, 3.30149], [1.50911, 0.76888, 3.40031], [1.47991, 0.76382, 5.61663], [0.06701, -0.14216, 6.03192], [1.61548, 0.02279, 7.97131], [1.26579, -1.59243, 7.50980], [3.79439, -1.06044, 7.92640], [3.53012, 0.28277, 6.78005], [5.77084, -2.09922, 5.06094], [5.69778, -1.34530, 6.69162], [5.49207, -0.39016, 5.24584], [4.22570, -3.22428, 7.26364], [4.10560, -3.79031, 5.59726], [2.69580, -3.47566, 6.59065], [3.14073, -2.90821, 3.65114], [-3.55426, -4.16621, -0.34616], [-3.66853, -3.68715, 1.11349], [-3.17322, -4.87115, 2.05979], [-2.86135, -2.41980, 1.37241], [-3.22249, -1.68270, 2.68844], [-4.71333, -1.28113, 2.50365], [-5.58010, -2.54501, 2.44207], [-5.66431, -3.17585, 3.83559], [-7.01591, -2.19210, 2.07287], [-5.09388, -3.42463, 1.36157], [-5.91709, -4.55172, 1.18532], [-4.47273, -4.67447, -0.64005], [-3.44080, -3.32514, -1.02809], [-2.79668, -4.94939, -0.40254], [-3.73803, -5.75833, 1.75642], [-2.16765, -5.12428, 1.72730], [-3.36869, -4.63052, 3.09954], [-1.77665, -2.56645, 1.44904], [-2.95521, -1.73633, 0.52270], [-3.12979, -2.42537, 3.48407], [-2.54845, -0.85318, 2.88939], [-4.75502, -0.72520, 1.56874], [-4.82568, -0.69017, 3.41486], [-5.53759, -4.26398, 3.80774], [-6.54428, -2.95599, 4.44165], [-4.88678, -2.87933, 4.55195], [-7.17759, -1.98473, 1.00710], [-7.45584, -1.31522, 2.55020], [-7.66724, -3.05785, 2.20651], [-5.70156, -5.11949, 1.94921], [-4.19955, 2.94883, -4.66344], [-4.16894, 1.86342, -3.76812], [-5.04247, 1.97263, -2.65654], [-5.11724, 0.65028, -1.91174], [-5.73709, -0.48919, -2.72370], [-5.99130, 0.90803, -0.73203], [-3.95837, 3.85412, -4.09372], [-5.20994, 3.04922, -5.07621], [-3.52152, 2.82331, -5.50223], [-4.56732, 2.75803, -2.04276], [-5.98105, 2.48651, -2.91615], [-4.08158, 0.50287, -1.60368], [-5.40212, -0.47961, -3.76791], [-6.80419, -0.30211, -2.85204], [-5.49554, -1.46963, -2.31935], [-6.46896, 0.05018, -0.48207], [-6.72229, 1.54526, -1.03032], [1.37717, 3.91583, -5.07509], [2.36122, 3.16421, -5.73323], [3.63491, 3.76095, -5.61184], [4.67301, 2.66819, -5.89953], [4.86140, 1.73297, -4.72461], [5.97210, 3.24818, -6.33874], [0.37317, 3.55621, -5.31351], [1.41582, 4.95511, -5.43039], [1.46364, 3.87162, -3.98356], [3.68373, 4.60236, -6.31081], [3.95216, 4.16010, -4.63847], [4.32489, 2.06333, -6.73998], [3.94118, 1.16770, -4.54696], [5.26085, 2.11928, -3.78424], [5.60530, 0.97089, -4.98891], [6.34792, 3.86383, -5.62203], [6.57631, 2.43207, -6.33401], [-1.13927, 4.31172, -2.18437], [-0.37441, 4.26060, -0.99061], [0.42302, 3.07891, -0.95333], [-0.40524, 1.79878, -1.13325], [-1.28844, 1.42995, 0.01583], [0.59169, 0.71427, -1.29444], [-2.11782, 3.84392, -2.09651], [-0.55534, 3.93974, -3.03167], [-1.17371, 5.37580, -2.43563], [1.21177, 3.10855, -1.71167], [0.99976, 3.00744, -0.02823], [-0.97206, 1.77652, -2.06427], [-1.69606, 0.42314, -0.12631], [-2.20125, 2.01636, 0.17024], [-0.72567, 1.40944, 0.95329], [1.05886, 0.41057, -0.45017], [0.07720, -0.06803, -1.66730], [-0.74349, 8.77763, 0.53667], [0.56480, 8.75636, -0.03229], [1.04861, 7.42334, -0.07775], [2.50050, 7.33057, -0.51670], [2.78439, 7.86738, -1.91335], [2.91177, 5.89070, -0.57710], [-0.88971, 9.81694, 0.82987], [-0.76091, 8.22679, 1.47927], [-1.49484, 8.45573, -0.18039], [1.01265, 7.03763, 0.95065], [0.39623, 6.80379, -0.70523], [3.14324, 7.81566, 0.21882], [3.79504, 7.64848, -2.25456], [2.65137, 8.95069, -1.99630], [2.12450, 7.47120, -2.69222], [2.07919, 5.44045, -0.96031], [3.01794, 5.51817, 0.36269]], "forces_ev_per_angstrom": [[-0.7, 0.5, 1.2], [-1.0, 0.6, -0.3], [1.0, 0.4, 0.8], [0.4, -0.5, 0.3], [0.4, 0.8, 0.6], [1.4, -1.5, -0.9], [-0.4, -1.2, 0.6], [0.3, -0.6, 0.1], [0.5, 1.0, 1.0], [-1.7, -0.9, -0.5], [0.6, 0.1, 0.3], [0.9, -0.1, -0.8], [-0.2, -0.8, -0.1], [0.4, 0.5, -0.5], [0.0, -0.5, 0.1], [0.1, -0.1, -0.1], [-0.1, 0.0, -0.2], [-0.8, 0.1, 0.0], [0.2, 0.2, -0.2], [0.3, -0.1, -0.1], [-0.4, -0.1, 0.2], [-0.4, 0.4, -0.1], [-0.8, 0.8, 0.0], [-0.4, 0.0, -0.2], [0.2, 0.4, 0.2], [0.2, 0.4, -0.6], [0.2, -0.2, -0.5], [-0.3, -0.1, -0.4], [0.0, 0.0, 0.0], [0.0, 0.0, 0.1], [0.7, 0.0, 1.7], [-1.4, 1.0, -0.6], [1.9, -1.2, -2.4], [1.0, -0.4, 1.3], [-2.0, 0.4, 0.3], [0.4, 0.4, -0.7], [0.4, -0.5, 1.2], [-0.2, 0.5, -0.6], [-0.5, -1.0, 0.2], [0.5, 1.6, -0.8], [-0.4, -0.3, 0.6], [-0.3, 0.3, 0.2], [0.2, 0.1, -0.2], [-0.9, -0.5, -0.5], [-0.4, 0.1, -0.2], [-0.2, -0.2, 0.7], [0.0, 0.1, 0.7], [0.2, 0.0, 0.1], [-0.1, -0.4, -0.4], [-0.2, 0.0, -0.1], [0.6, -0.4, 0.0], [0.1, 0.0, -0.1], [0.5, -0.1, 0.1], [0.0, -0.1, 0.1], [0.2, -0.3, 0.0], [-0.3, 0.1, 0.0], [0.4, 0.2, -0.2], [0.1, 0.1, 0.0], [-0.2, 0.4, -0.3], [0.2, 0.0, -0.3], [-0.4, -0.3, 0.5], [-0.1, -1.5, 1.0], [-0.7, 0.6, -1.9], [1.0, 0.9, 0.6], [-1.0, -1.4, -1.8], [2.0, -0.4, 0.8], [-0.7, 0.6, 0.2], [0.9, -0.8, 1.4], [-1.1, 0.0, -1.2], [0.0, 1.5, -0.4], [0.6, 0.0, 0.7], [-0.1, 0.1, 0.2], [0.4, -0.1, -0.1], [0.4, 0.5, -0.4], [-0.2, 0.0, 0.3], [0.4, 0.2, 0.8], [0.6, -0.2, 0.2], [-0.1, -0.8, -0.4], [-0.3, 0.1, 0.0], [0.1, 0.3, 0.3], [-0.1, 0.1, -0.1], [-0.4, 0.4, 0.2], [-1.4, 0.3, -0.3], [-0.4, 0.0, -0.1], [-0.4, 0.0, -0.7], [0.3, 0.2, -0.5], [0.7, 0.0, -0.1], [0.3, -0.2, 0.6], [0.0, 0.1, 0.4], [-0.3, -0.1, -0.3], [-0.8, 0.3, 0.7], [0.1, -1.1, -0.7], [1.1, 1.6, -0.3], [-1.3, 0.6, 0.1], [0.7, 0.5, -1.2], [0.6, 0.1, 0.0], [0.1, 0.3, -0.3], [0.0, 0.2, 0.0], [0.3, -0.3, 0.3], [-0.1, -0.4, 0.6], [-0.4, -0.8, -0.3], [-0.1, -0.6, 0.2], [0.5, -0.1, 0.2], [-0.1, -0.3, 0.5], [-0.3, 0.0, 0.2], [0.1, 0.0, 0.1], [-0.1, 0.0, 0.1], [-0.5, 0.4, -0.1], [-0.1, -0.1, 0.8], [1.0, -0.4, -0.7], [0.5, 0.7, -0.2], [0.0, -1.3, 0.0], [-0.6, -0.3, 0.1], [0.2, -0.3, -0.2], [0.0, 0.1, 0.3], [0.3, 0.1, 0.0], [0.3, -0.1, -0.2], [-0.9, 0.0, 0.4], [-0.1, 0.1, 0.0], [0.0, 0.2, 0.3], [-0.4, 0.6, -0.1], [-0.1, 0.0, -0.2], [-0.1, 0.0, 0.1], [0.4, 0.3, -0.2], [1.1, 1.2, -0.3], [0.3, -0.6, 0.2], [-0.5, -0.3, -0.3], [1.6, -0.9, 0.4], [-1.3, -0.1, 0.8], [-0.2, 0.4, -1.0], [0.0, 0.0, -0.1], [-0.2, -0.6, 0.1], [-0.8, 0.0, 0.2], [-0.2, 0.0, -0.4], [-0.5, 0.3, 0.4], [0.0, 0.4, 0.0], [0.3, -0.1, -0.1], [0.3, 0.5, -0.1], [0.0, 0.1, 0.0], [-0.2, 0.2, 0.2], [0.4, -0.3, 0.1], [1.0, 1.0, 0.2], [-0.2, -0.4, 0.0], [0.1, 0.4, 0.5], [0.6, -0.8, -0.8], [-0.2, 1.0, -0.5], [-0.8, 0.5, 0.3], [-0.4, 0.1, -0.3], [-0.2, -0.4, -0.1], [-0.2, -0.2, 0.1], [-0.1, -0.3, -0.1], [0.1, -0.1, -0.1], [0.0, 0.2, -0.1], [0.1, -0.1, 0.3], [0.0, 0.0, 0.3], [-0.2, -0.3, 0.3], [0.3, -0.4, 0.0], [-0.1, 0.0, 0.0]], "smiles": "CC1(C)CCCC(C)(C)N1O.CC1(C)CCCC(C)(C)N1O.CC1(C)CCCC(C)(C)N1O.COC[C@H](C)N.COC[C@H](C)N.COC[C@H](C)N.COC[C@H](C)N", "relative_energy_ev": 4.097, "e_homo_ha": -0.2910, "charge": 0, "homo_lumo_gap_ev": 8.378}